Entry from the OMol25 dataset: C29H57N2O8P2PbSi4Te as an isolated structure at a distorted geometry (the ωB97M-V functional and the def2-TZVPD basis).

Element x y z (Å)
Pb1 -0.265 -0.397 -0.203
C1 -0.123 3.574 2.195
C2 0.435 2.194 2.422
C3 -0.438 1.165 2.794
C4 -1.921 1.433 2.858
C5 0.057 -0.121 3.032
C6 -0.833 -1.229 3.527
C7 1.412 -0.391 2.805
C8 1.899 -1.810 2.912
C9 2.278 0.633 2.429
C10 3.741 0.348 2.233
C11 1.788 1.924 2.215
C12 2.742 2.975 1.717
H1 -0.440 3.679 1.155
H2 0.610 4.346 2.412
H3 -0.984 3.753 2.835
H4 -2.488 0.512 2.770
H5 -2.211 2.073 2.028
H6 -2.214 1.923 3.790
H7 -0.286 -1.891 4.193
H8 -1.216 -1.818 2.690
H9 -1.682 -0.844 4.084
H10 1.096 -2.489 2.652
H11 2.242 -2.049 3.922
H12 2.708 -1.995 2.212
H13 3.938 0.118 1.185
H14 4.060 -0.498 2.833
H15 4.344 1.206 2.514
H16 3.420 3.300 2.510
H17 2.223 3.847 1.335
H18 3.327 2.569 0.895
O1 -3.672 -3.114 0.965
C13 -2.936 -2.268 0.467
O2 -1.675 -2.241 0.545
C14 -3.619 -1.138 -0.302
C15 -4.966 -1.243 -0.641
C16 -5.563 -0.188 -1.303
C17 -4.810 0.946 -1.583
C18 -3.476 0.954 -1.207
N1 -2.905 -0.066 -0.595
H19 -5.489 -2.151 -0.386
H20 -6.605 -0.229 -1.592
H21 -5.250 1.796 -2.087
H22 -2.832 1.809 -1.379
N2 2.100 1.084 -3.509
C19 0.866 1.899 -3.464
C20 0.817 2.944 -4.547
P1 0.683 2.452 -1.724
O3 1.589 3.831 -1.824
O4 -0.699 2.790 -1.326
O5 1.491 1.440 -0.956
P2 -0.420 0.581 -3.800
O6 -1.738 1.432 -4.168
O7 0.145 -0.099 -4.991
O8 -0.689 -0.237 -2.577
H23 2.948 1.627 -3.686
H24 1.916 0.334 -4.211
H25 2.154 0.663 -2.538
H26 1.698 3.587 -4.547
H27 -0.055 3.575 -4.390
H28 0.704 2.451 -5.514
H29 1.341 4.375 -1.077
H30 -2.193 1.651 -3.351
C21 -1.458 -5.458 -0.151
Si1 0.440 -5.471 -0.005
C22 0.876 -7.328 -0.293
C23 0.840 -5.104 1.833
Si2 1.715 -4.141 -1.512
Te1 2.068 -1.669 -1.021
Si3 3.966 -4.943 -1.418
C24 4.692 -4.846 0.360
C25 5.198 -3.915 -2.480
C26 4.271 -6.761 -1.973
Si4 0.875 -4.254 -3.716
C27 1.127 -6.014 -4.457
C28 -0.990 -3.868 -3.813
C29 1.779 -3.044 -4.900
H31 -1.910 -6.209 0.494
H32 -1.788 -5.656 -1.168
H33 -1.863 -4.499 0.145
H34 0.158 -7.984 0.195
H35 1.860 -7.586 0.084
H36 0.857 -7.564 -1.353
H37 0.664 -5.964 2.476
H38 0.196 -4.302 2.178
H39 1.871 -4.791 1.970
H40 4.537 -3.851 0.765
H41 5.759 -5.053 0.395
H42 4.201 -5.552 1.022
H43 5.102 -2.861 -2.238
H44 4.992 -4.028 -3.540
H45 6.233 -4.204 -2.315
H46 3.751 -7.456 -1.324
H47 5.326 -7.028 -1.958
H48 3.907 -6.927 -2.981
H49 0.734 -6.774 -3.789
H50 2.182 -6.224 -4.604
H51 0.632 -6.139 -5.417
H52 -1.586 -4.604 -3.282
H53 -1.348 -3.829 -4.839
H54 -1.190 -2.899 -3.366
H55 2.789 -2.837 -4.557
H56 1.245 -2.101 -4.952
H57 1.848 -3.431 -5.913

Atoms 1-3, force components in eV/Å:
-1.07 0.82 0.76
0.08 -0.04 0.00
-0.06 -0.07 -0.06

Properties
HOMO = -4.57 eV
Charge = -1
Frontier orbital gap = 6.68 eV


Entry from the OMol25 dataset: a 3-piece molecular cluster, C29H57N6O5 overall at a distorted geometry (the ωB97M-V functional and the def2-TZVPD basis).

Element x y z (Å)
C1 5.327 -0.918 2.060
C2 6.130 -0.596 0.658
O1 7.062 0.549 0.742
C3 6.568 1.704 -0.029
C4 5.108 2.135 0.581
N1 4.018 2.314 -0.458
C5 2.854 2.646 0.482
N2 1.663 2.830 -0.176
C6 0.388 3.123 0.613
C7 -0.614 1.817 0.314
C8 -2.084 2.252 -0.271
C9 -3.086 2.390 1.042
O2 -4.453 2.557 0.525
C10 -5.414 1.691 1.266
C11 -5.867 0.180 0.718
O3 -5.954 2.206 2.404
N3 3.237 2.687 1.945
N4 4.614 2.371 1.991
H1 6.007 -0.911 3.013
H2 4.913 -2.030 1.947
H3 4.373 -0.247 2.235
H4 6.793 -1.559 0.417
H5 5.358 -0.523 -0.230
H6 6.358 1.295 -1.130
H7 7.333 2.579 -0.156
H8 1.574 2.733 -1.213
H9 0.557 3.127 1.774
H10 -0.083 4.136 0.218
H11 -0.097 1.150 -0.529
H12 -0.648 1.136 1.273
H13 -2.040 3.215 -0.938
H14 -2.451 1.356 -0.962
H15 -2.703 3.310 1.658
H16 -2.962 1.377 1.642
H17 -5.078 -0.287 -0.015
H18 -6.886 0.345 0.150
H19 -6.099 -0.472 1.664
H20 2.581 2.894 2.742
H21 5.216 2.277 2.842
C12 -8.954 2.756 0.207
C13 -9.855 3.886 0.783
C14 -10.146 3.616 2.286
C15 -11.150 2.495 2.524
C16 -12.427 2.724 1.724
C17 -12.168 2.963 0.213
N5 -11.108 3.995 -0.038
O4 -11.676 5.257 0.216
C18 -11.771 1.625 -0.465
C19 -13.532 3.321 -0.467
C20 -8.956 5.163 0.689
H22 -7.888 2.962 0.368
H23 -9.134 1.786 0.674
H24 -9.084 2.652 -0.876
H25 -10.531 4.529 2.759
H26 -9.209 3.375 2.811
H27 -10.711 1.524 2.272
H28 -11.394 2.447 3.592
H29 -13.093 1.862 1.861
H30 -12.956 3.585 2.154
H31 -11.487 1.782 -1.512
H32 -12.611 0.919 -0.461
H33 -10.956 1.103 0.035
H34 -14.014 4.192 -0.006
H35 -14.245 2.494 -0.377
H36 -13.397 3.527 -1.536
H37 -8.719 5.404 -0.354
H38 -8.006 5.013 1.218
H39 -9.420 6.042 1.149
C21 9.679 -6.597 -3.401
C22 8.734 -5.535 -2.768
C23 9.164 -4.110 -3.215
C24 10.428 -3.608 -2.527
C25 10.310 -3.723 -1.012
C26 9.913 -5.145 -0.535
N6 8.729 -5.696 -1.274
O5 7.581 -5.049 -0.780
C27 11.124 -6.103 -0.692
C28 9.689 -5.098 1.014
C29 7.344 -5.843 -3.415
H40 9.344 -6.897 -4.401
H41 10.700 -6.234 -3.534
H42 9.710 -7.514 -2.802
H43 8.355 -3.397 -3.012
H44 9.318 -4.091 -4.304
H45 11.305 -4.157 -2.884
H46 10.597 -2.559 -2.800
H47 11.262 -3.424 -0.556
H48 9.567 -2.991 -0.666
H49 10.843 -7.136 -0.455
H50 11.936 -5.825 -0.008
H51 11.569 -6.090 -1.686
H52 8.933 -4.359 1.305
H53 10.610 -4.815 1.536
H54 9.378 -6.078 1.396
H55 6.987 -6.840 -3.131
H56 7.405 -5.813 -4.510
H57 6.576 -5.111 -3.138

Atoms 1-3, force components in eV/Å:
-0.51 -0.76 -0.35
-0.15 -1.98 0.25
-1.62 1.11 -1.01

Properties
2S+1 = 3
HOMO (spin up / spin down) = -10.03 / -10.61 eV
Charge = +1
Frontier orbital gap (spin up / spin down) = 6.44 / 7.02 eV
<S²> = 2.010


Entry from the OMol25 dataset: C29H57NO2P2Pd as an isolated structure at a distorted geometry (the ωB97M-V functional and the def2-TZVPD basis).

Element x y z (Å)
Pd1 0.268 0.049 -0.056
C1 -1.342 1.122 -0.126
O1 -2.270 1.806 -0.209
C2 2.192 0.096 -0.380
O2 3.317 0.073 -0.647
P1 0.193 0.265 -2.590
C3 0.638 1.868 -3.401
H1 0.507 1.663 -4.475
C4 1.375 -0.921 -3.392
H2 2.321 -0.711 -2.865
C5 -1.492 -0.076 -3.287
H3 -2.095 0.751 -2.873
C6 -0.528 1.330 3.256
P2 0.835 1.445 2.005
H4 1.674 3.554 2.735
H5 -1.378 1.819 2.749
C7 2.303 0.952 3.040
H6 2.100 1.446 4.003
C8 0.990 -2.372 -3.105
H7 1.874 -3.009 -3.259
H8 0.209 -2.733 -3.790
H9 0.660 -2.522 -2.068
C9 1.632 -0.721 -4.892
H10 0.774 -1.038 -5.497
H11 2.480 -1.362 -5.173
H12 1.898 0.307 -5.158
C10 -1.603 -0.005 -4.816
H13 -1.093 0.860 -5.255
H14 -2.670 0.081 -5.069
H15 -1.236 -0.923 -5.295
C11 -2.083 -1.389 -2.769
H16 -3.171 -1.376 -2.938
H17 -1.916 -1.539 -1.693
H18 -1.676 -2.261 -3.298
C12 -0.319 3.007 -3.042
H19 -1.359 2.786 -3.314
H20 -0.013 3.908 -3.591
H21 -0.290 3.252 -1.972
C13 2.101 2.264 -3.179
H22 2.288 2.582 -2.144
H23 2.326 3.119 -3.835
H24 2.802 1.459 -3.429
C14 -0.244 2.108 4.556
H25 0.197 3.099 4.390
H26 0.402 1.539 5.239
H27 -1.204 2.259 5.071
C15 -0.907 -0.133 3.526
H28 -0.564 -0.464 4.521
C16 1.937 3.575 0.594
H29 -0.502 -0.826 2.767
H30 -2.005 -0.224 3.507
C17 -0.202 4.101 1.835
H31 1.370 3.337 -0.317
H32 2.180 4.646 0.554
H33 2.885 3.025 0.569
C18 1.095 3.282 1.835
H34 0.027 5.137 1.550
H35 -0.679 4.135 2.821
H36 -0.934 3.714 1.114
C19 3.655 1.466 2.537
H37 3.912 1.047 1.557
H38 4.427 1.145 3.251
H39 3.695 2.559 2.485
C20 2.339 -0.559 3.269
H40 2.447 -1.110 2.325
H41 1.444 -0.930 3.778
H42 3.204 -0.800 3.902
H43 0.775 5.249 -1.081
H44 0.862 5.156 -1.821
C21 -2.333 -3.374 3.098
N1 -3.180 -3.020 1.922
C22 -4.489 -2.460 2.366
C23 -2.478 -2.117 0.912
C24 -1.221 -2.779 0.432
C25 -1.295 -4.149 0.083
C26 -0.131 -4.910 0.014
C27 1.099 -4.299 0.237
C28 1.170 -2.901 0.378
C29 0.016 -2.139 0.367
H45 -2.172 -2.471 3.697
H46 -1.381 -3.796 2.766
H47 -2.881 -4.118 3.687
H48 -3.379 -3.901 1.419
H49 -4.299 -1.522 2.902
H50 -5.107 -2.281 1.482
H51 -4.969 -3.192 3.025
H52 -3.206 -1.941 0.104
H53 -2.300 -1.155 1.411
H54 -2.269 -4.622 -0.097
H55 -0.186 -5.981 -0.184
H56 2.013 -4.893 0.274
H57 2.148 -2.425 0.468

Atoms 1-3, force components in eV/Å:
-0.10 -1.61 0.39
-5.92 3.21 -0.08
3.21 -2.24 0.20

Properties
2S+1 = 5
ΔE to the lowest compared entry with this formula, charge and spin = 0.0 kcal/mol
HOMO (spin up / spin down) = -18.68 / -21.10 eV
Charge = +4
Frontier orbital gap (spin up / spin down) = 6.39 / 4.74 eV
<S²> = 6.028


Entry from the OMol25 dataset: C29H59AsBF2KN2OSSi3 as an isolated structure (the ωB97M-V functional and the def2-TZVPD basis).

Element x y z (Å)
K1 0.828 -1.012 -0.185
C1 3.325 -2.081 5.206
C2 3.768 -2.175 3.752
C3 2.725 -1.665 2.770
N1 2.577 -0.216 2.847
C4 1.502 0.413 3.320
S1 0.106 -0.356 3.797
N2 1.559 1.806 3.366
C5 2.612 2.682 3.174
O1 2.425 3.811 2.779
C6 3.986 2.236 3.592
C7 5.075 2.766 2.911
C8 6.361 2.417 3.293
C9 6.555 1.557 4.366
C10 5.467 1.046 5.061
C11 4.180 1.381 4.670
H1 4.096 -2.457 5.882
H2 2.411 -2.654 5.372
H3 3.104 -1.049 5.486
H4 3.987 -3.215 3.493
H5 4.698 -1.617 3.602
H6 1.750 -2.106 2.973
H7 3.001 -1.898 1.742
H8 3.265 0.310 2.320
H9 0.646 2.240 3.324
H10 4.894 3.436 2.081
H11 7.210 2.811 2.750
H12 7.560 1.281 4.660
H13 5.617 0.378 5.899
H14 3.325 0.988 5.205
C12 -1.765 -6.088 -3.471
Si1 -1.394 -4.281 -3.022
C13 0.096 -3.813 -4.087
C14 -2.865 -3.295 -3.688
As1 -0.823 -3.981 -0.821
Si2 -2.918 -3.941 0.113
C15 -4.069 -5.350 -0.429
C16 -3.931 -2.360 -0.112
C17 -2.712 -4.137 1.984
H15 -1.923 -6.204 -4.549
H16 -2.652 -6.451 -2.948
H17 -0.928 -6.721 -3.167
H18 -0.093 -3.999 -5.149
H19 0.969 -4.396 -3.785
H20 0.345 -2.757 -3.964
H21 -3.213 -3.715 -4.638
H22 -2.587 -2.251 -3.849
H23 -3.702 -3.300 -2.989
H24 -4.258 -5.307 -1.504
H25 -5.033 -5.285 0.087
H26 -3.617 -6.320 -0.212
H27 -4.364 -2.297 -1.113
H28 -3.307 -1.476 0.027
H29 -4.749 -2.321 0.615
H30 -2.226 -5.087 2.216
H31 -3.681 -4.104 2.492
H32 -2.088 -3.337 2.391
F1 4.575 0.017 -1.279
B1 3.857 -0.174 -0.131
F2 4.710 0.214 0.917
C18 -0.840 0.377 -3.647
C19 -1.778 1.388 -2.968
C20 -3.091 0.623 -2.758
C21 -2.062 2.519 -3.961
Si3 -0.982 1.850 -1.189
C22 0.340 3.308 -1.572
C23 1.281 2.856 -2.696
C24 -0.189 4.697 -1.945
C25 1.240 3.464 -0.339
C26 -2.461 2.730 -0.162
C27 -3.320 1.621 0.464
C28 -3.398 3.690 -0.902
C29 -1.864 3.491 1.026
H33 -1.256 0.072 -4.620
H34 -0.744 -0.526 -3.037
H35 0.163 0.765 -3.822
H36 -3.433 0.205 -3.717
H37 -3.894 1.255 -2.378
H38 -2.961 -0.213 -2.067
H39 -2.528 2.114 -4.875
H40 -1.153 3.036 -4.270
H41 -2.744 3.266 -3.550
H42 0.789 2.805 -3.668
H43 1.718 1.877 -2.484
H44 2.113 3.570 -2.788
H45 -0.848 4.672 -2.814
H46 0.649 5.372 -2.186
H47 -0.741 5.160 -1.125
H48 1.726 2.515 -0.092
H49 0.703 3.802 0.544
H50 2.032 4.201 -0.543
H51 -3.804 0.983 -0.274
H52 -4.111 2.065 1.089
H53 -2.712 0.973 1.100
H54 -3.979 3.181 -1.672
H55 -2.858 4.508 -1.382
H56 -4.119 4.139 -0.199
H57 -1.166 2.856 1.581
H58 -2.665 3.794 1.718
H59 -1.327 4.393 0.733

Atoms 1-3, force components in eV/Å:
-0.25 0.07 -0.07
-0.07 0.01 0.03
0.11 -0.04 -0.05

Properties
ΔE to the lowest compared entry with this formula, charge and spin = 0.0 kcal/mol
HOMO = -0.84 eV
Charge = -2
Frontier orbital gap = 4.74 eV


Entry from the OMol25 dataset: a 4-piece molecular cluster, C29H59BN6O9 overall (the ωB97M-V functional and the def2-TZVPD basis).

Element x y z (Å)
N1 0.487 -3.044 8.063
C1 -0.116 -2.444 6.946
N2 0.454 -2.837 5.581
C2 0.418 -4.124 5.204
C3 0.906 -4.517 3.980
C4 1.448 -3.560 3.117
C5 1.999 -3.949 1.794
C6 2.789 -5.088 1.648
C7 3.301 -5.415 0.413
N3 3.020 -4.629 -0.638
O1 3.528 -4.971 -1.853
B1 4.863 -4.403 -2.099
O2 4.892 -3.037 -2.093
O3 5.879 -5.243 -2.343
C8 2.234 -3.532 -0.557
C9 1.718 -3.164 0.675
C10 1.451 -2.225 3.525
C11 0.950 -1.895 4.764
H1 1.494 -3.013 8.097
H2 0.137 -3.958 8.305
H3 -1.162 -2.734 6.912
H4 -0.061 -1.360 6.990
H5 -0.009 -4.831 5.900
H6 0.852 -5.555 3.690
H7 3.015 -5.712 2.499
H8 3.922 -6.278 0.232
H9 5.094 -2.658 -1.231
H10 6.503 -5.368 -1.621
H11 2.048 -2.980 -1.466
H12 1.093 -2.288 0.765
H13 1.841 -1.446 2.889
H14 0.943 -0.875 5.115
C12 -5.251 -1.534 -1.735
O4 -4.465 -0.402 -1.403
C13 -5.000 0.403 -0.358
C14 -4.107 0.345 0.858
N4 -4.159 -0.972 1.483
C15 -3.176 -1.186 2.530
C16 -1.701 -1.193 2.142
O5 -1.313 -2.300 1.331
C17 -1.464 -2.141 -0.077
H15 -4.805 -1.987 -2.618
H16 -5.275 -2.274 -0.927
H17 -6.278 -1.247 -1.973
H18 -6.021 0.100 -0.113
H19 -5.035 1.435 -0.716
H20 -4.436 1.091 1.584
H21 -3.093 0.622 0.530
H22 -4.044 -1.682 0.771
H23 -3.394 -2.151 2.996
H24 -3.321 -0.422 3.300
H25 -1.124 -1.298 3.070
H26 -1.386 -0.250 1.677
H27 -1.299 -1.108 -0.391
H28 -2.428 -2.478 -0.458
H29 -0.705 -2.778 -0.538
C18 1.078 0.354 -1.908
O6 2.449 0.354 -2.241
C19 2.789 -0.646 -3.197
C20 3.162 -0.046 -4.531
N5 1.993 0.533 -5.171
C21 2.273 1.322 -6.369
C22 3.086 2.598 -6.202
O7 2.425 3.604 -5.461
C23 2.583 3.554 -4.061
H30 0.922 1.056 -1.090
H31 0.453 0.660 -2.751
H32 0.754 -0.644 -1.578
H33 1.958 -1.355 -3.316
H34 3.646 -1.187 -2.793
H35 3.569 -0.831 -5.174
H36 3.962 0.687 -4.351
H37 1.518 1.128 -4.505
H38 1.311 1.601 -6.803
H39 2.773 0.680 -7.099
H40 3.241 3.014 -7.199
H41 4.083 2.409 -5.783
H42 3.560 3.149 -3.779
H43 1.798 2.962 -3.575
H44 2.509 4.575 -3.687
C24 -1.686 2.538 -1.678
O8 -0.841 2.778 -0.564
C25 0.066 3.866 -0.747
C26 -0.267 5.026 0.161
N6 -1.509 5.664 -0.242
C27 -2.011 6.676 0.684
C28 -2.435 6.230 2.076
O9 -3.578 5.396 2.097
C29 -3.348 4.018 1.941
H45 -2.237 1.621 -1.477
H46 -2.401 3.350 -1.843
H47 -1.101 2.400 -2.592
H48 0.073 4.185 -1.793
H49 1.069 3.501 -0.500
H50 0.542 5.760 0.103
H51 -0.298 4.644 1.193
H52 -2.219 4.952 -0.359
H53 -2.876 7.145 0.212
H54 -1.249 7.454 0.788
H55 -2.715 7.128 2.631
H56 -1.613 5.760 2.632
H57 -2.382 3.720 2.364
H58 -3.389 3.702 0.892
H59 -4.141 3.495 2.479

Atoms 1-3, force components in eV/Å:
0.18 -0.31 -0.37
-0.34 -0.04 0.45
0.06 0.08 -0.21

Properties
ΔE to the lowest compared entry with this formula, charge and spin = 0.0 kcal/mol
HOMO = -11.64 eV
Charge = +2
Frontier orbital gap = 3.92 eV